# 1
Density functional theory data (ωB97M-V with the def2-TZVPD basis set) for 3 unconnected molecules or ions with the total composition C26H51ClN3O6P.

Output
- E_LUMO: -0.0653 hartree
- E_HOMO: -0.316 Ha
- Total charge: 0
- Relative energy (zero: lowest compared OMol25 entry of this formula, charge and spin): 0.0 kJ/mol

Geometry as XYZ:
```
88
C26H51ClN3O6P, DFT ωB97M-V with the def2-TZVPD basis set
C -3.291 -2.574 5.084
C -3.138 -2.058 3.654
C -2.830 -0.558 3.639
C -2.949 0.023 2.266
C -4.052 0.589 1.753
P -5.653 0.724 2.577
N -6.678 -0.430 2.299
C -4.051 1.085 0.357
O -4.975 1.752 -0.051
C -2.903 0.773 -0.540
C -3.137 1.105 -1.982
C -4.262 0.257 -2.621
C -1.769 0.253 -0.025
C -0.547 -0.057 -0.852
C 0.822 0.405 -0.290
C 1.779 -0.715 0.103
Cl 1.609 1.426 -1.551
C -1.734 -0.135 1.401
O -0.739 -0.642 1.880
H -4.180 -2.147 5.550
H -3.356 -3.659 5.113
H -2.433 -2.258 5.680
H -2.321 -2.601 3.173
H -4.043 -2.269 3.081
H -1.811 -0.410 3.995
H -3.504 -0.045 4.324
H -6.094 1.997 2.204
H -5.355 0.879 3.940
H -6.325 -1.135 1.665
H -2.240 0.938 -2.564
H -3.410 2.160 -2.034
H -3.823 -0.609 -3.113
H -4.986 -0.106 -1.896
H -4.796 0.837 -3.370
H -0.658 0.400 -1.826
H -0.509 -1.138 -1.020
H 0.651 1.067 0.552
H 1.566 -1.627 -0.456
H 2.810 -0.426 -0.081
H 1.680 -0.939 1.162
C -4.261 -3.798 -2.699
O -3.141 -3.008 -2.352
C -2.734 -3.115 -0.996
C -1.411 -3.833 -0.851
N -1.526 -5.245 -1.174
C -0.262 -5.969 -1.260
C 0.773 -5.519 -2.284
O 0.410 -5.750 -3.629
C -0.415 -4.765 -4.217
H -4.606 -3.457 -3.674
H -4.014 -4.863 -2.774
H -5.073 -3.676 -1.977
H -3.510 -3.605 -0.400
H -2.612 -2.096 -0.616
H -1.076 -3.734 0.187
H -0.681 -3.306 -1.485
H -2.029 -5.350 -2.045
H -0.500 -7.014 -1.471
H 0.210 -5.946 -0.271
H 1.672 -6.117 -2.114
H 1.062 -4.468 -2.148
H -0.173 -3.764 -3.849
H -1.479 -4.958 -4.046
H -0.239 -4.793 -5.292
C 7.928 4.628 2.289
O 7.885 5.113 0.964
C 7.719 4.118 -0.037
C 6.352 4.191 -0.680
N 5.303 3.787 0.243
C 3.939 4.021 -0.224
C 3.506 5.446 -0.543
O 3.394 6.297 0.582
C 4.598 6.895 1.017
H 8.262 5.449 2.922
H 6.948 4.293 2.646
H 8.636 3.799 2.386
H 7.895 3.123 0.382
H 8.475 4.302 -0.806
H 6.340 3.517 -1.542
H 6.222 5.214 -1.059
H 5.437 4.259 1.127
H 3.265 3.639 0.546
H 3.774 3.409 -1.114
H 2.500 5.385 -0.966
H 4.142 5.913 -1.305
H 5.258 7.130 0.177
H 5.141 6.265 1.728
H 4.335 7.822 1.525
```

# 2
Density functional theory data (ωB97M-V with the def2-TZVPD basis set) for a molecular structure, C26H51ClN4PdSi.

Output
- ⟨S²⟩: 6.0128
- E_LUMO (spin up / spin down): 0.1678 / 0.1609 hartree
- 2S+1: 5
- E_HOMO (spin up / spin down): 0.104 / -0.049 Ha
- Total charge: -2

Geometry as XYZ:
```
84
C26H51ClN4PdSi, DFT ωB97M-V with the def2-TZVPD basis set
Pd 0.962 -0.939 0.922
Cl -0.292 0.503 -0.840
C 2.774 -4.190 -0.340
C 1.936 -2.176 -0.056
N 1.597 -3.457 -0.269
H 4.854 -3.577 -0.142
N 3.274 -2.057 -0.115
H 2.800 -5.261 -0.350
C 0.144 -3.878 -0.338
C 0.070 -5.326 -0.791
C -0.594 -3.697 0.996
H 0.505 -6.004 -0.042
H -0.982 -5.627 -0.902
H 0.544 -5.473 -1.771
H -1.680 -3.259 -1.266
H -0.277 -2.981 -2.334
H -0.819 -2.630 1.185
C -0.621 -2.959 -1.294
H -0.084 -4.117 1.872
H -1.568 -4.204 0.895
H -0.587 -1.908 -0.955
C 3.811 -3.331 -0.241
C 3.515 -0.024 1.332
H 3.940 -0.502 2.224
H 3.840 1.027 1.262
C 3.878 -0.685 -0.001
H 3.745 1.195 -1.053
C 5.378 -0.789 -0.212
H 5.586 -1.182 -1.220
H 2.403 0.069 1.502
H 2.169 0.470 -0.820
H 5.856 -1.411 0.561
H 5.822 0.218 -0.148
C 3.223 0.228 -1.051
H 3.230 -0.178 -2.068
C -3.703 3.364 -0.780
N -3.296 2.224 -0.071
H -2.598 5.193 -1.218
N -1.666 3.641 0.036
H -4.627 3.473 -1.304
C -3.847 0.829 -0.216
C -5.301 0.877 0.183
C -3.666 0.302 -1.645
H -5.845 1.539 -0.490
H -5.739 -0.122 0.116
H -5.371 1.223 1.217
H -3.318 -1.188 0.408
H -3.018 0.033 1.717
H -2.599 0.135 -1.851
C -3.028 -0.137 0.631
H -4.073 0.952 -2.422
H -4.179 -0.672 -1.705
H -1.981 -0.052 0.274
C -2.674 4.242 -0.718
C 0.413 3.790 -1.371
H -0.079 4.360 -2.165
H 1.462 4.127 -1.314
C -0.203 3.993 0.017
H 1.666 3.164 0.748
C -0.071 5.441 0.415
H -0.531 5.620 1.385
H 0.417 2.722 -1.632
H 0.359 1.999 0.513
H -0.535 6.058 -0.351
H 0.984 5.708 0.477
C 0.574 3.019 0.890
H 0.348 3.033 1.958
C -2.226 2.594 0.644
C 2.205 -0.300 4.576
Si 0.435 0.240 4.267
C -0.727 -0.404 5.613
C 0.226 2.125 4.225
C -0.035 -0.675 2.654
H 2.389 -0.522 5.640
H 2.945 0.445 4.249
H 2.383 -1.223 4.001
H -0.403 -0.108 6.624
H -1.752 -0.032 5.444
H -0.755 -1.504 5.552
H 1.196 2.636 4.077
H -0.464 2.419 3.415
H -0.208 2.521 5.166
H -0.195 -1.711 3.007
H -1.017 -0.370 2.325
```